Record 1
{"formula": "C51H49Br2CaF3N3OPSb", "method": "ωB97M-V with the def2-TZVPD basis set", "e_tot_ha": -8919.01208, "e_above_lowest_kj_mol": 71.3, "largest_force_ev_per_a": 0.98, "homo_energy_ev": -9.8, "total_charge": 1, "symbols": ["Sb", "Br", "Br", "Ca", "P", "F", "F", "F", "O", "N", "N", "N", "C", "C", "C", "C", "C", "C", "C", "C", "C", "C", "C", "C", "C", "C", "C", "C", "C", "C", "C", "C", "C", "C", "C", "C", "C", "C", "C", "C", "C", "C", "C", "C", "C", "C", "C", "C", "C", "C", "C", "C", "C", "C", "C", "C", "C", "C", "C", "C", "C", "C", "C", "H", "H", "H", "H", "H", "H", "H", "H", "H", "H", "H", "H", "H", "H", "H", "H", "H", "H", "H", "H", "H", "H", "H", "H", "H", "H", "H", "H", "H", "H", "H", "H", "H", "H", "H", "H", "H", "H", "H", "H", "H", "H", "H", "H", "H", "H", "H", "H", "H"], "coordinates": [[-1.68475, 1.94596, -0.83150], [3.22365, -6.33927, -4.17254], [-0.73939, -0.75425, -7.85474], [-0.52196, -1.68029, -0.51050], [2.20280, -2.47050, 0.79624], [0.32589, 4.57352, -6.12572], [-7.34537, -0.23499, -2.34613], [-3.64545, 7.10488, 2.05196], [-0.26972, -2.68177, 1.94873], [-0.76235, -1.30699, -3.24297], [0.19117, -0.51067, 2.42406], [0.02267, -3.65162, -2.16865], [-1.74610, 3.91054, -3.25425], [-1.68945, 4.91982, -0.04003], [1.90865, -5.27554, -3.36847], [-2.18688, 1.80107, 4.08588], [3.65811, -1.94055, -0.27386], [-1.01580, 2.90221, -2.62203], [-4.21873, 1.52412, -2.68601], [1.47909, -0.75255, 3.00461], [-2.37296, 3.71828, 0.12684], [2.57147, -4.24547, 1.30889], [-0.74781, -0.96474, -5.99322], [-0.05247, -2.01385, -5.41259], [-6.13122, 0.25344, -2.05163], [-3.47909, 3.67333, 0.97275], [-1.43327, -0.31742, -3.82938], [1.36397, -5.63838, -2.15048], [3.10968, -0.09452, 4.67590], [-5.57927, -0.03226, -0.81950], [-0.08387, 1.91013, 2.27587], [4.68082, -3.00147, -0.67546], [5.53126, -0.79870, 4.53964], [1.35259, -5.00759, 1.84351], [2.47506, -1.49495, 2.33921], [-2.11333, 6.07156, 0.60995], [-1.46536, -0.09894, -5.19532], [0.19438, 2.50031, -3.18736], [-5.47432, 1.01977, -2.99517], [-0.09690, -2.15955, -4.03623], [0.66144, 3.06035, -4.36885], [-1.30064, 4.47832, -4.43899], [-2.49996, 4.29386, 4.00665], [3.77019, -1.45946, 2.85887], [-1.80040, 3.03513, 3.56815], [-3.92226, 4.81825, 1.61704], [-1.96481, -0.68526, 4.35237], [-0.74773, 3.06933, 2.66605], [-4.31692, 0.47038, -0.53225], [-1.55631, 0.61920, 3.71940], [3.69319, -4.46969, 2.32353], [-0.10650, 4.03321, -4.97639], [-0.58615, -1.48808, 1.77445], [1.48001, -4.11998, -3.99815], [-3.22524, 5.99496, 1.42377], [1.13876, 2.00770, 1.40283], [0.51010, -3.34925, -3.37659], [-0.51032, 0.68671, 2.79168], [-3.62417, 1.26316, -1.45238], [4.12012, -0.77895, 4.01558], [3.06077, -1.31837, -1.54462], [0.43784, -4.77924, -1.58866], [1.82097, -0.07474, 4.17394], [-2.59065, -1.27686, 3.68215], [-4.02264, 2.74800, 1.12148], [-2.02759, 5.18082, 3.58721], [2.86846, -4.68510, 0.35007], [-6.13068, -0.63388, -0.10990], [-1.99119, 0.33597, -3.18149], [4.23341, -3.75822, -1.32675], [4.16272, -1.13984, 0.26848], [-3.87185, 0.23521, 0.43084], [-1.85433, 5.26157, -4.93876], [4.66631, -4.10003, 2.01168], [-0.41499, 4.02388, 2.27100], [1.06342, 0.50136, 4.68788], [6.23375, -1.12625, 3.77377], [-1.60217, 7.01635, 0.48535], [5.62165, -1.48067, 5.38736], [3.33106, 0.44898, 5.58706], [1.30380, 1.09441, 0.83044], [0.45235, -4.87031, 1.26081], [1.06360, 2.85311, 0.71676], [-2.52848, -0.49868, 5.26538], [3.44399, -4.00956, 3.27915], [-3.71120, 2.13599, -3.42309], [1.11001, -4.67509, 2.85157], [-2.98242, 1.76368, 4.82273], [4.55908, -1.97742, 2.32786], [3.79238, -5.54476, 2.48929], [1.65074, -6.55074, -1.64797], [0.79306, 1.73517, -2.70322], [2.02689, 2.16610, 2.02009], [-5.94707, 1.21599, -3.94809], [-4.79096, 4.80960, 2.26124], [-1.09827, -1.29945, 4.59880], [5.83773, 0.18948, 4.88255], [1.90996, -3.82650, -4.94433], [1.59271, -6.07269, 1.88305], [3.84527, -1.02189, -2.24526], [5.48955, -2.52970, -1.23699], [5.13047, -3.51272, 0.17156], [-2.03508, 0.71904, -5.61233], [2.47064, -0.42432, -1.31509], [1.60375, 2.76640, -4.81095], [-0.82182, 4.97456, -0.68653], [2.41700, -2.03776, -2.05834], [0.00922, -5.00998, -0.62827], [0.47966, -2.71683, -6.03568], [-2.49027, 4.38267, 5.09381], [-3.54591, 4.28472, 3.69412], [-2.67245, 4.26648, -2.81823]], "lowdin_charge": [1.533, 0.834, 0.833, 1.228, 1.085, 0.078, 0.077, 0.079, -0.193, 0.061, -0.041, 0.028, -0.125, -0.131, -0.675, 0.006, -0.531, -0.410, -0.121, -0.195, -0.384, -0.512, -0.668, -0.044, -0.277, -0.108, -0.125, -0.080, -0.021, 0.001, -0.244, -0.102, -0.040, -0.130, -0.255, 0.005, -0.075, -0.147, 0.007, -0.214, -0.004, 0.009, -0.036, -0.079, -0.250, -0.041, -0.026, -0.026, -0.147, -0.196, -0.110, -0.277, -0.518, -0.054, -0.293, -0.053, -0.238, -0.206, -0.404, -0.264, -0.143, -0.117, 0.000, 0.081, 0.104, 0.083, 0.080, 0.125, 0.047, 0.072, 0.098, 0.092, 0.127, 0.054, 0.121, 0.123, 0.077, 0.126, 0.087, 0.121, 0.052, 0.025, 0.069, 0.082, 0.083, 0.089, 0.084, 0.124, 0.096, 0.088, 0.119, 0.086, 0.095, 0.125, 0.129, 0.084, 0.082, 0.112, 0.086, 0.086, 0.086, 0.057, 0.117, 0.057, 0.124, 0.102, 0.041, 0.100, 0.109, 0.093, 0.061, 0.110]}

Record 2
{"formula": "C9H10FN2O2S", "method": "ωB97M-V with the def2-TZVPD basis set", "e_tot_ha": -1106.67710, "largest_force_ev_per_a": 4.23, "homo_energy_ev": [-13.4, -13.4], "total_charge": 1, "symbols": ["S", "F", "O", "O", "N", "N", "C", "C", "C", "C", "C", "C", "C", "C", "C", "H", "H", "H", "H", "H", "H", "H", "H", "H", "H"], "coordinates": [[-3.39985, 0.93409, -0.54589], [-4.26000, -0.46219, -0.82215], [-2.89627, 0.56523, 0.96511], [-2.13479, 0.85557, -1.21936], [0.02783, 1.48961, 0.94056], [1.41529, 0.22568, -0.29570], [1.15227, 1.45283, 0.22322], [2.67305, -0.22087, -0.97650], [-0.52438, 0.23861, 0.84271], [0.12462, -1.94737, -0.34204], [-1.08729, -2.46238, 0.05514], [2.15193, 2.61173, 0.25278], [-1.83935, -0.26728, 1.17864], [0.39046, -0.63009, 0.15811], [-2.01708, -1.66295, 0.68144], [-1.94624, -0.49917, 2.22453], [-1.46513, -3.45671, -0.19307], [3.47510, -0.50872, -0.30279], [0.63307, -2.52093, -1.05226], [2.95542, 0.57620, -1.65285], [2.42126, -0.98283, -1.74629], [2.33065, 3.08750, -0.72603], [3.01656, 2.24622, 0.63358], [-2.96161, -2.02362, 0.88458], [1.76449, 3.36183, 0.83449]], "lowdin_charge": [1.096, -0.280, -0.254, -0.347, 0.214, -0.005, -0.242, 0.037, -0.115, 0.118, -0.022, 0.050, -0.338, -0.086, 0.066, 0.204, 0.139, 0.106, 0.120, 0.095, 0.104, 0.112, 0.055, 0.112, 0.061]}

Copy entry 2 word for word.
{"formula": "C9H10FN2O2S", "method": "ωB97M-V with the def2-TZVPD basis set", "e_tot_ha": -1106.67710, "largest_force_ev_per_a": 4.23, "homo_energy_ev": [-13.4, -13.4], "total_charge": 1, "symbols": ["S", "F", "O", "O", "N", "N", "C", "C", "C", "C", "C", "C", "C", "C", "C", "H", "H", "H", "H", "H", "H", "H", "H", "H", "H"], "coordinates": [[-3.39985, 0.93409, -0.54589], [-4.26000, -0.46219, -0.82215], [-2.89627, 0.56523, 0.96511], [-2.13479, 0.85557, -1.21936], [0.02783, 1.48961, 0.94056], [1.41529, 0.22568, -0.29570], [1.15227, 1.45283, 0.22322], [2.67305, -0.22087, -0.97650], [-0.52438, 0.23861, 0.84271], [0.12462, -1.94737, -0.34204], [-1.08729, -2.46238, 0.05514], [2.15193, 2.61173, 0.25278], [-1.83935, -0.26728, 1.17864], [0.39046, -0.63009, 0.15811], [-2.01708, -1.66295, 0.68144], [-1.94624, -0.49917, 2.22453], [-1.46513, -3.45671, -0.19307], [3.47510, -0.50872, -0.30279], [0.63307, -2.52093, -1.05226], [2.95542, 0.57620, -1.65285], [2.42126, -0.98283, -1.74629], [2.33065, 3.08750, -0.72603], [3.01656, 2.24622, 0.63358], [-2.96161, -2.02362, 0.88458], [1.76449, 3.36183, 0.83449]], "lowdin_charge": [1.096, -0.280, -0.254, -0.347, 0.214, -0.005, -0.242, 0.037, -0.115, 0.118, -0.022, 0.050, -0.338, -0.086, 0.066, 0.204, 0.139, 0.106, 0.120, 0.095, 0.104, 0.112, 0.055, 0.112, 0.061]}